91
Properties=species:S:1:pos:R:3:forces:R:3:mulliken_spin:R:1 method="wB97M-V/def2-TZVPD" de_lowest_kj_mol=512.8 lumo_ha="0.06986 / 0.05254" energy_ha=-4417.3594 charge=-1 spin_multiplicity=7
Eu -0.38430 -0.61090 -0.47320 1.7 -2.4 -2.8 4.086
C 2.62350 -0.84060 1.47240 0.0 0.1 0.4 0.004
N 2.24730 -0.77170 0.05070 0.0 0.0 -0.1 -0.017
C 2.85310 0.45010 -0.49150 -0.1 0.3 -0.4 0.016
C 2.40970 0.84960 -1.90620 0.4 -0.3 0.2 0.074
N 0.97200 1.14250 -2.01300 -0.1 -0.1 -0.3 -0.062
C 0.65920 2.49400 -1.51960 -0.1 0.3 0.3 0.060
C 0.48670 1.06580 -3.38300 2.9 0.7 -0.9 0.163
C 1.31980 1.31680 -4.46220 0.1 0.1 3.4 -0.004
C 0.85590 1.23300 -5.76310 0.9 0.3 -1.9 0.564
C -0.46690 0.89940 -5.99690 -2.4 -0.6 0.5 -0.100
C -1.32110 0.70260 -4.93530 -0.4 0.0 -3.5 0.258
C -0.87670 0.79670 -3.61400 -1.9 -0.2 3.3 0.449
S -2.04730 0.63550 -2.33580 0.5 0.1 -1.1 0.488
C 2.63050 -2.04000 -0.54770 -0.1 -0.5 0.1 -0.003
C 3.75030 -2.21550 -1.34420 0.1 0.2 0.0 -0.002
C 4.11160 -3.47000 -1.81220 0.2 0.1 0.1 0.000
C 3.36920 -4.58140 -1.46040 0.1 0.0 -0.1 0.000
C 2.25860 -4.42820 -0.65920 0.0 0.2 0.0 0.003
C 1.85710 -3.17330 -0.20760 0.2 0.0 0.2 0.000
S 0.42900 -3.08190 0.79560 -0.5 0.1 0.0 -0.009
H 3.71750 -0.85770 1.58270 0.0 0.0 -0.1 0.001
H 2.19360 -1.73720 1.91870 0.1 0.1 -0.1 0.001
H 2.23400 0.02840 1.99960 0.0 0.0 -0.1 -0.001
H 3.95470 0.37390 -0.48550 -0.1 0.1 0.0 0.003
H 2.57760 1.25010 0.20490 0.1 -0.1 0.0 0.005
H 2.64760 0.04480 -2.61300 -0.1 0.2 0.1 -0.056
H 3.00300 1.74230 -2.17440 -0.1 -0.2 0.0 0.000
H 1.15150 3.26310 -2.13220 0.1 -0.2 0.0 0.003
H 0.95740 2.60640 -0.47820 0.0 -0.1 0.1 -0.021
H -0.41960 2.64160 -1.58170 0.1 0.1 0.0 0.021
H 2.35610 1.57410 -4.30220 0.1 -0.1 0.1 -0.009
H 1.52840 1.42880 -6.58550 0.0 0.0 -0.1 0.045
H -0.83030 0.78950 -7.00950 -0.1 0.0 0.0 0.008
H -2.35900 0.45620 -5.09580 -0.1 -0.1 -0.1 0.038
H 4.35640 -1.37050 -1.63230 0.0 0.1 -0.1 0.000
H 4.98470 -3.56790 -2.43970 0.0 0.0 -0.1 0.000
H 3.65010 -5.56320 -1.81680 0.0 -0.1 0.0 0.000
H 1.65250 -5.27320 -0.37210 -0.1 -0.1 0.0 0.000
S 0.00390 -2.39970 -2.75090 -1.1 -0.4 0.5 -0.004
C 1.36630 -1.92830 -3.51720 0.7 0.1 -0.6 0.002
N 2.33590 -1.62220 -4.07640 0.3 0.0 -0.2 0.001
N -2.65220 -3.44280 4.58870 0.1 -0.1 0.1 0.000
C -2.16440 -2.64990 3.59310 0.5 0.3 0.2 0.001
N -0.93940 -2.14610 3.74330 0.0 -0.1 0.0 0.000
N -2.97470 -2.37600 2.60900 -0.8 -0.6 0.7 -0.001
C -2.65780 -1.78740 1.52070 0.1 0.2 -0.9 0.017
N -2.48650 -1.33910 0.46210 -0.2 0.1 0.2 0.002
H -1.98740 -3.94360 5.15470 -0.1 0.0 0.0 0.000
H -3.51030 -3.92070 4.37230 0.1 0.0 -0.1 0.000
H -0.31370 -2.53300 4.42780 0.0 0.0 0.0 0.000
H -0.53630 -1.55200 3.01550 -0.1 -0.1 0.0 0.000
O -1.75050 0.98730 2.48200 -0.8 0.4 0.7 -0.001
N -0.97480 0.69580 1.60740 -0.9 1.6 3.3 0.001
O -0.94690 1.28310 0.53710 -0.4 1.8 -1.4 -0.006
O -0.15580 -0.22000 1.79010 1.3 -1.1 0.3 -0.009
O 1.29930 2.46180 1.88200 -0.5 -0.1 -0.4 -0.007
P 2.18980 3.11520 2.85460 0.9 0.2 0.6 -0.006
C 3.03890 4.56750 2.15210 -0.2 -0.2 0.1 0.006
C 3.59880 5.58350 2.91520 -0.1 -0.1 0.0 -0.001
C 4.29980 6.60510 2.29990 0.1 0.1 0.0 0.001
C 4.44870 6.61650 0.92040 0.0 0.0 0.0 -0.002
C 3.87740 5.61250 0.15340 0.1 0.1 -0.1 0.003
C 3.17970 4.59080 0.76970 -0.2 -0.1 0.0 -0.018
C 3.55710 2.01250 3.36260 -0.4 0.5 0.0 0.001
C 4.72170 1.96660 2.61040 0.0 0.1 0.0 -0.002
C 5.69090 1.02160 2.89460 0.1 -0.1 0.0 0.001
C 5.49870 0.12660 3.93400 0.1 0.0 0.0 0.000
C 4.33470 0.16500 4.68380 0.0 -0.1 0.1 0.000
C 3.36140 1.10300 4.39180 -0.1 0.0 0.1 0.000
C 1.36160 3.62550 4.39110 0.2 0.0 -0.3 0.000
C 2.06140 3.93810 5.55280 0.0 0.0 -0.1 0.000
C 1.37480 4.33590 6.68570 0.1 0.0 0.2 0.000
C -0.01050 4.41690 6.66740 0.0 0.0 0.0 0.000
C -0.71000 4.10130 5.51290 0.0 0.0 0.1 0.000
C -0.02430 3.70820 4.37690 0.0 -0.1 -0.2 0.000
H 3.47710 5.57080 3.98710 0.0 0.1 0.1 0.000
H 4.73550 7.39960 2.89160 0.0 0.0 0.0 0.000
H 5.01240 7.40560 0.44230 0.0 0.1 0.0 -0.001
H 3.98350 5.62240 -0.92250 0.0 0.0 0.0 0.003
H 2.72930 3.79980 0.18980 -0.1 -0.1 -0.1 0.011
H 4.86120 2.66970 1.80120 0.1 0.0 -0.1 0.000
H 6.59250 0.97170 2.30030 0.0 0.0 0.0 0.000
H 6.25390 -0.61260 4.15380 0.1 -0.1 0.0 0.000
H 4.18960 -0.54430 5.48660 0.0 0.0 0.0 0.000
H 2.43900 1.13090 4.95320 -0.1 0.0 0.1 0.000
H 3.13910 3.84670 5.57110 0.1 0.0 0.1 0.000
H 1.91860 4.57100 7.59170 0.0 0.0 0.0 0.000
H -0.54620 4.72120 7.55600 0.0 0.0 0.1 0.000
H -1.78970 4.14620 5.50040 0.0 0.0 0.0 0.000
H -0.55550 3.43910 3.47710 -0.1 -0.1 -0.1 0.000